This record from the OMol25 dataset describes a structure of composition C45H62BrClN5O4S2SiSn in a non-equilibrium geometry. The level of theory is ωB97M-V with the def2-TZVPD basis set.

Summary:
<S²>: 0.754
LUMO level (spin up / spin down): 3.74 / 3.74 eV
HOMO energy (spin up / spin down): -0.0356 / -0.0606 hartree
Relative energy (zero: lowest compared OMol25 entry of this formula, charge and spin): 1.0386 eV
Kohn-Sham gap (spin up / spin down): 4.71 / 5.39 eV

```
! RIJCOSX wB97M-V def2-TZVPD def2/J DEFGRID3
* xyz -2 2
Sn 0.368 0.645 0.021
O 0.633 4.215 -1.374
C -0.277 3.422 -1.149
O -0.437 2.800 -0.045
C -1.313 3.214 -2.223
C -1.645 4.357 -2.934
C -2.555 4.349 -3.974
C -3.166 3.149 -4.312
C -2.856 2.003 -3.617
C -1.918 1.997 -2.574
S -1.588 0.444 -1.883
H -1.148 5.274 -2.645
H -2.775 5.260 -4.517
H -3.879 3.112 -5.129
H -3.326 1.063 -3.877
O 2.285 -0.013 1.628
N 2.392 -1.078 2.353
C 1.927 -1.067 3.608
C 2.016 -2.162 4.434
C 2.600 -3.327 3.942
C 3.067 -3.337 2.653
C 2.971 -2.209 1.825
S 3.525 -2.222 0.242
H 1.457 -0.146 3.915
H 1.626 -2.097 5.437
H 2.673 -4.208 4.563
H 3.529 -4.214 2.223
C 2.326 -5.954 -5.720
C 3.270 -5.032 -4.934
C 3.751 -5.817 -3.707
C 4.477 -4.703 -5.819
C 2.495 -3.742 -4.473
O 1.317 -4.215 -3.853
C 2.190 -2.842 -5.700
C 1.019 -1.846 -5.600
C -0.325 -2.460 -5.312
C -0.849 -3.460 -6.131
C -2.098 -3.998 -5.883
C -2.837 -3.524 -4.812
Cl -4.409 -4.194 -4.515
C -2.344 -2.531 -3.983
C -1.091 -2.007 -4.243
C 3.352 -2.972 -3.428
N 2.933 -1.627 -3.181
C 2.003 -1.181 -2.327
N 1.961 0.129 -2.357
C 2.914 0.461 -3.245
N 3.525 -0.575 -3.772
H 2.817 -6.908 -5.906
H 2.050 -5.531 -6.682
H 1.420 -6.126 -5.147
H 4.175 -6.768 -4.024
H 2.913 -6.014 -3.046
H 4.513 -5.276 -3.156
H 5.032 -5.618 -6.023
H 5.151 -4.001 -5.334
H 4.165 -4.279 -6.770
H 0.884 -3.492 -3.386
H 1.968 -3.495 -6.544
H 3.089 -2.269 -5.937
H 0.960 -1.344 -6.576
H 1.217 -1.067 -4.865
H -0.277 -3.827 -6.972
H -2.499 -4.775 -6.516
H -2.911 -2.151 -3.149
H -0.735 -1.218 -3.596
H 4.388 -2.905 -3.761
H 3.312 -3.496 -2.470
H 1.388 -1.809 -1.717
H 3.141 1.477 -3.504
C -5.095 2.648 1.847
C -4.193 3.028 3.019
C -2.966 3.727 2.428
C -4.945 4.032 3.907
Si -3.716 1.410 4.014
Br -1.164 0.313 2.023
C -4.756 -0.238 3.791
C -4.902 -0.623 2.318
C -4.027 -1.400 4.464
C -6.150 -0.116 4.425
C -2.558 1.603 5.583
C -3.367 1.764 6.878
C -1.676 2.839 5.411
C -1.619 0.404 5.729
H -5.394 3.540 1.293
H -5.999 2.147 2.188
H -4.552 1.997 1.171
H -3.285 4.522 1.751
H -2.355 3.034 1.861
H -2.348 4.177 3.196
H -5.187 4.931 3.337
H -4.339 4.328 4.759
H -5.873 3.603 4.281
H -3.931 -0.575 1.837
H -5.595 0.025 1.794
H -5.278 -1.643 2.241
H -3.040 -1.499 4.025
H -4.582 -2.326 4.307
H -3.942 -1.244 5.535
H -6.704 0.718 4.001
H -6.068 0.041 5.498
H -6.724 -1.029 4.256
H -4.016 2.635 6.824
H -2.695 1.887 7.729
H -3.986 0.888 7.057
H -2.270 3.746 5.340
H -1.075 2.727 4.515
H -1.009 2.947 6.269
H -2.137 -0.457 6.136
H -0.802 0.650 6.405
H -1.214 0.139 4.760
C -1.491 -5.108 0.601
C -0.127 -4.968 0.372
C 0.359 -3.720 0.032
N -0.410 -2.645 -0.109
C -1.711 -2.780 0.132
C -2.297 -3.980 0.493
H -1.909 -6.074 0.855
H 0.549 -5.806 0.471
H 1.417 -3.561 -0.132
H -2.294 -1.877 0.019
H -3.357 -4.031 0.695
*
```

---

This record from the OMol25 dataset describes a structure of composition C45H63ClN10O4Si2 in a non-equilibrium geometry. The level of theory is ωB97M-V with the def2-TZVPD basis set.

Summary:
LUMO level: -0.16 eV
HOMO energy: -0.2962 hartree
Kohn-Sham gap: 7.90 eV

```
! RIJCOSX wB97M-V def2-TZVPD def2/J DEFGRID3
* xyz 0 1
O 3.226 6.260 -0.535
C 2.140 5.646 -0.480
O 1.638 5.155 -1.734
C 0.890 3.947 -1.428
C 1.260 2.709 -2.418
C 1.109 1.300 -1.668
C 2.488 0.618 -1.217
Si 3.774 1.810 -0.463
O 4.353 1.202 1.076
O 5.166 1.760 -1.538
Si 5.504 3.310 -2.218
Cl 5.291 3.376 -4.350
H 1.557 5.522 0.504
H -0.240 4.079 -1.471
H 1.134 3.552 -0.370
H 0.435 2.734 -3.226
H 2.241 2.861 -2.974
H 0.626 0.579 -2.429
H 0.343 1.425 -0.834
H 2.987 0.041 -2.079
H 2.221 -0.158 -0.402
H 3.272 3.194 -0.336
H 4.441 1.983 1.667
H 6.941 3.565 -1.969
H 4.773 4.422 -1.619
N 1.092 6.576 3.215
C -0.052 6.286 3.910
C 0.280 5.437 4.937
C 1.677 5.211 4.864
C 2.152 5.929 3.793
H 1.146 7.174 2.406
H -1.001 6.706 3.613
H -0.407 5.025 5.662
H 2.270 4.593 5.521
H 3.150 6.034 3.394
N -1.427 0.214 1.351
C -2.725 0.379 0.947
C -3.222 -0.854 0.605
C -2.188 -1.800 0.818
C -1.093 -1.112 1.280
H -0.814 0.953 1.655
H -3.181 1.357 0.935
H -4.221 -1.054 0.245
H -2.239 -2.866 0.651
H -0.108 -1.451 1.563
N -2.259 -5.835 0.701
C -3.406 -6.138 1.387
C -3.076 -6.998 2.405
C -1.678 -7.219 2.335
C -1.201 -6.486 1.275
H -2.204 -5.228 -0.101
H -4.355 -5.717 1.090
H -3.765 -7.421 3.122
H -1.085 -7.844 2.988
H -0.202 -6.373 0.881
N -4.998 -3.563 -1.458
C -4.798 -3.839 -2.785
C -5.923 -4.466 -3.261
C -6.838 -4.567 -2.184
C -6.242 -3.998 -1.086
H -4.333 -3.108 -0.851
H -3.874 -3.568 -3.273
H -6.071 -4.813 -4.273
H -7.825 -5.005 -2.210
H -6.594 -3.868 -0.073
N 8.265 6.796 0.015
C 9.311 6.694 0.893
C 10.386 6.177 0.213
C 9.976 5.964 -1.127
C 8.663 6.358 -1.219
H 7.346 7.140 0.242
H 9.199 6.996 1.923
H 11.361 5.976 0.633
H 10.574 5.568 -1.933
H 7.980 6.363 -2.055
N -6.816 -5.140 -8.565
C -6.268 -5.155 -7.310
C -5.202 -4.290 -7.304
C -5.106 -3.728 -8.601
C -6.117 -4.269 -9.357
H -7.610 -5.685 -8.859
H -6.682 -5.780 -6.534
H -4.562 -4.083 -6.459
H -4.379 -3.006 -8.943
H -6.398 -4.110 -10.387
N 0.819 -9.438 0.538
C 1.868 -9.547 1.412
C 2.943 -10.051 0.723
C 2.531 -10.247 -0.618
C 1.217 -9.857 -0.703
H -0.102 -9.100 0.772
H 1.757 -9.259 2.447
H 3.920 -10.254 1.138
H 3.129 -10.630 -1.431
H 0.531 -9.844 -1.537
N 2.335 10.765 -3.427
C 3.691 10.880 -3.270
C 4.114 9.841 -2.477
C 2.973 9.068 -2.148
C 1.890 9.660 -2.750
H 1.756 11.395 -3.958
H 4.235 11.688 -3.733
H 5.133 9.657 -2.169
H 2.947 8.176 -1.539
H 0.844 9.393 -2.755
N -3.431 -10.167 1.730
C -2.668 -11.292 1.568
C -3.515 -12.353 1.363
C -4.838 -11.849 1.397
C -4.755 -10.497 1.622
H -3.074 -9.238 1.902
H -1.590 -11.240 1.614
H -3.215 -13.379 1.204
H -5.751 -12.413 1.269
H -5.522 -9.743 1.716
N -3.005 7.328 8.682
C -2.736 8.057 7.554
C -1.428 7.826 7.203
C -0.890 6.920 8.150
C -1.887 6.628 9.049
H -3.888 7.309 9.165
H -3.495 8.676 7.101
H -0.916 8.260 6.357
H 0.114 6.525 8.171
H -1.896 5.986 9.916
*
```